Entry 1:
{"formula": "C43H35N6O2PbTe", "method": "ωB97M-V/def2-TZVPD", "multiplicity": 1, "total_charge": 1, "lumo_ev": -3.4, "elements": ["Pb", "N", "C", "N", "C", "N", "N", "C", "C", "C", "C", "C", "C", "N", "C", "C", "C", "C", "C", "C", "H", "H", "H", "H", "H", "H", "H", "H", "H", "H", "H", "C", "C", "C", "C", "C", "O", "C", "C", "C", "C", "C", "C", "C", "O", "C", "C", "C", "N", "C", "C", "Te", "C", "C", "C", "C", "C", "C", "C", "C", "C", "C", "C", "C", "H", "H", "H", "H", "H", "H", "H", "H", "H", "H", "H", "H", "H", "H", "H", "H", "H", "H", "H", "H", "H", "H", "H", "H"], "positions_angstrom": [[-10.8824, 5.6078, 13.4870], [-12.5004, 10.1920, 13.7900], [-11.7766, 9.0880, 13.6505], [-12.2470, 7.8839, 13.7458], [-13.5679, 7.6996, 14.1177], [-14.1748, 6.5670, 13.9980], [-13.3556, 5.4999, 13.5481], [-13.9649, 4.6170, 12.8821], [-13.2050, 3.4820, 12.3154], [-13.8221, 2.4967, 11.5599], [-13.0825, 1.4164, 11.0958], [-11.7182, 1.3986, 11.3365], [-11.1473, 2.4448, 12.0471], [-11.8682, 3.4505, 12.5297], [-14.3389, 8.8568, 14.5266], [-15.5797, 8.6975, 15.1276], [-16.3310, 9.8214, 15.4758], [-15.8021, 11.0859, 15.2263], [-14.5405, 11.2481, 14.6549], [-13.8038, 10.1261, 14.3027], [-12.0287, 11.0819, 13.7099], [-10.7316, 9.1892, 13.3781], [-15.0289, 4.7082, 12.6903], [-14.8892, 2.5854, 11.3568], [-13.5827, 0.6269, 10.5474], [-11.0884, 0.5981, 10.9913], [-10.0791, 2.4675, 12.2648], [-15.9312, 7.6865, 15.3111], [-17.2935, 9.7013, 15.9710], [-16.3630, 11.9753, 15.4840], [-14.1213, 12.2321, 14.4914], [-5.4841, 4.3552, 18.3608], [-6.7719, 4.5922, 17.5949], [-8.0138, 4.5956, 18.2256], [-9.2300, 4.6580, 17.5317], [-10.5014, 4.7612, 18.3061], [-11.3754, 5.5241, 17.9721], [-10.5971, 3.9801, 19.6026], [-9.9559, 2.7617, 19.7833], [-10.0164, 2.0842, 20.9944], [-10.7591, 2.6338, 22.0473], [-11.4747, 3.8139, 21.8543], [-11.4005, 4.4740, 20.6296], [-9.2270, 4.7500, 16.1190], [-10.3390, 4.7511, 15.4145], [-7.9561, 4.8552, 15.5128], [-6.7707, 4.7540, 16.2158], [-7.9316, 5.2117, 14.0651], [-7.9575, 6.3863, 13.6088], [-8.1031, 7.6335, 14.3733], [-8.8836, 7.6792, 15.7007], [-9.1332, 9.7910, 16.1954], [-10.6897, 9.4070, 17.5260], [-11.9679, 9.8664, 17.2023], [-13.0419, 9.5664, 18.0400], [-12.8197, 8.8161, 19.2022], [-11.5535, 8.3514, 19.5198], [-10.4817, 8.6367, 18.6769], [-7.8722, 4.0653, 13.0874], [-7.8897, 4.3168, 11.7130], [-7.7109, 3.2838, 10.7920], [-7.5063, 1.9816, 11.2436], [-7.5579, 1.7028, 12.6066], [-7.7572, 2.7371, 13.5188], [-5.6779, 4.3052, 19.4311], [-4.7698, 5.1694, 18.1745], [-5.0661, 3.3979, 18.0381], [-8.0383, 4.5071, 19.3031], [-9.3763, 2.3327, 18.9669], [-9.4826, 1.1693, 21.1214], [-10.7849, 2.1153, 22.9937], [-12.0859, 4.2477, 22.6382], [-11.9730, 5.3701, 20.4822], [-5.8396, 4.8420, 15.6546], [-8.5857, 8.3199, 13.6860], [-7.1133, 8.0610, 14.5419], [-8.3538, 7.2220, 16.5235], [-9.8984, 7.2835, 15.6572], [-12.1088, 10.4738, 16.3246], [-14.0306, 9.9512, 17.8058], [-13.6548, 8.6346, 19.8635], [-11.4124, 7.7651, 20.4259], [-9.4992, 8.2439, 18.9207], [-7.9874, 5.3357, 11.3630], [-7.6511, 3.5157, 9.7336], [-7.3136, 1.1990, 10.5154], [-7.3914, 0.6904, 12.9789], [-7.7932, 2.5060, 14.5856]], "mulliken_charge": [1.37, 0.16, -0.74, -0.34, 0.34, -0.98, 0.38, -0.77, 0.72, -0.69, -0.38, -0.82, 0.27, 0.03, 0.86, -0.26, -0.89, -0.41, -0.76, -0.07, 0.34, 0.52, 0.40, 0.38, 0.45, 0.47, 0.18, 0.49, 0.41, 0.41, 0.44, -1.60, -0.10, -0.63, 1.74, -0.39, -0.59, 0.23, -0.05, -0.89, -0.39, -0.77, -0.29, 0.82, -0.98, 0.49, -0.17, -1.61, -0.45, -1.64, -0.19, 0.19, -0.46, -0.15, -0.52, -0.64, -0.42, -0.06, 1.12, -0.01, -0.77, -0.43, -0.91, -0.32, 0.38, 0.34, 0.33, 0.51, 0.41, 0.44, 0.40, 0.40, 0.54, 0.52, 0.52, 0.44, 0.62, 0.10, 0.54, 0.35, 0.41, 0.51, 0.39, 0.52, 0.43, 0.43, 0.40, 0.34]}

---

Entry 2:
{"formula": "C22H26Cl2N2ORuSe2", "method": "ωB97M-V/def2-TZVPD", "multiplicity": 6, "s2": 8.765, "total_charge": 1, "lumo_ev": [-3.0, -4.4], "relative_energy_kcal_mol": 0.0, "elements": ["Ru", "C", "N", "C", "C", "C", "C", "C", "C", "C", "C", "H", "H", "H", "H", "H", "H", "H", "H", "H", "H", "H", "H", "Cl", "C", "C", "C", "Cl", "C", "C", "C", "C", "N", "C", "C", "O", "H", "H", "H", "H", "C", "Se", "C", "C", "Se", "C", "H", "H", "H", "H", "H", "H", "H", "H", "H", "H"], "positions_angstrom": [[0.1069, 0.3456, -0.3095], [-0.1914, 1.8538, 2.5270], [-1.1848, 1.1036, 1.7406], [-1.8160, 0.0947, 2.5956], [-2.1986, 2.0163, 1.1949], [-1.6398, 2.8417, 0.0650], [-2.1267, 4.1162, -0.1932], [-1.6317, 4.8496, -1.2634], [-0.6395, 4.3139, -2.0750], [-0.1474, 3.0442, -1.8054], [-0.6402, 2.2829, -0.7378], [-0.6772, 2.3397, 3.3813], [0.2647, 2.6237, 1.9056], [0.5824, 1.1755, 2.8773], [-2.3704, 0.5707, 3.4127], [-1.0493, -0.5444, 3.0298], [-2.5076, -0.5145, 2.0145], [-2.6026, 2.6540, 1.9907], [-3.0275, 1.4041, 0.8291], [-2.8922, 4.5440, 0.4453], [-2.0114, 5.8448, -1.4555], [-0.2440, 4.8903, -2.9020], [0.6408, 2.6541, -2.4433], [3.0211, -1.5907, 3.3749], [1.6333, -2.3423, 2.6657], [1.2184, -3.5999, 3.1603], [0.1211, -4.2216, 2.6537], [-0.3773, -5.7574, 3.2875], [-0.6256, -3.6082, 1.6168], [-1.7972, -4.1407, 1.0377], [-2.4537, -3.4519, 0.0594], [-1.9356, -2.2173, -0.3664], [-0.8455, -1.6953, 0.1466], [-0.1782, -2.3636, 1.1345], [0.9664, -1.6968, 1.6564], [1.3147, -0.5156, 1.1704], [1.7826, -4.0626, 3.9590], [-2.1699, -5.0959, 1.3847], [-3.3573, -3.8370, -0.3906], [-2.4332, -1.6525, -1.1459], [-0.1148, 0.3550, -4.3680], [0.0819, -0.8437, -2.8592], [2.0111, -1.1338, -2.9064], [2.8349, 0.1340, -2.8041], [2.7239, 1.0401, -1.0844], [3.9003, -0.1478, -0.1050], [0.1747, -0.1885, -5.2628], [0.4748, 1.2578, -4.2458], [-1.1678, 0.6202, -4.4148], [2.2287, -1.6619, -3.8347], [2.2098, -1.8187, -2.0822], [2.5616, 0.8690, -3.5576], [3.8908, -0.0936, -2.9547], [4.9035, -0.0237, -0.5042], [3.5543, -1.1744, -0.1812], [3.8519, 0.1548, 0.9360]], "lowdin_spin": [3.76, 0.01, 0.14, 0.01, 0.01, 0.06, 0.00, 0.03, 0.00, 0.06, 0.17, 0.00, 0.00, 0.00, 0.00, 0.00, 0.00, 0.00, 0.00, 0.00, 0.00, 0.00, 0.00, 0.01, 0.02, 0.00, 0.01, 0.00, 0.00, 0.01, 0.00, 0.02, 0.09, 0.01, 0.01, 0.18, 0.00, 0.00, 0.00, 0.00, 0.02, 0.13, 0.01, 0.01, 0.14, 0.02, 0.00, 0.00, 0.00, 0.00, 0.00, 0.00, 0.00, 0.00, 0.00, 0.00]}

---

Entry 3:
{"formula": "C31H37AsGaN4O2S2", "method": "ωB97M-V/def2-TZVPD", "multiplicity": 1, "total_charge": 3, "lumo_ev": -9.0, "relative_energy_kcal_mol": 9.6, "elements": ["Ga", "C", "C", "C", "C", "C", "C", "N", "C", "C", "C", "C", "C", "N", "C", "C", "C", "C", "C", "C", "N", "H", "H", "H", "H", "H", "H", "H", "H", "H", "H", "H", "H", "H", "H", "H", "O", "S", "C", "C", "C", "C", "H", "H", "H", "H", "H", "H", "H", "H", "S", "C", "N", "C", "C", "C", "C", "C", "C", "H", "H", "H", "H", "H", "C", "As", "C", "C", "O", "H", "H", "H", "H", "H", "H", "H", "H", "H"], "positions_angstrom": [[0.6920, 0.3204, 0.3746], [-1.2887, 0.9436, 3.0897], [0.1667, 1.2164, 3.3142], [0.5783, 1.7872, 4.5186], [1.9172, 1.9866, 4.7670], [2.8470, 1.5838, 3.8123], [2.3858, 1.0338, 2.6399], [1.0660, 0.8816, 2.3775], [3.2911, 0.5496, 1.5725], [4.6661, 0.4324, 1.6795], [5.3750, -0.0555, 0.5910], [4.7136, -0.4017, -0.5815], [3.3399, -0.2587, -0.6297], [2.6721, 0.1946, 0.4404], [2.4862, -0.4993, -1.8224], [2.9836, -0.9577, -3.0199], [2.1178, -1.0385, -4.1090], [0.7998, -0.6736, -3.9462], [0.3383, -0.2621, -2.6946], [-1.1095, 0.0711, -2.5105], [1.1833, -0.1723, -1.6571], [-1.8573, 1.8751, 3.0863], [-1.6667, 0.3478, 3.9223], [-1.4719, 0.3801, 2.1780], [-0.1681, 2.0584, 5.2530], [2.2454, 2.4345, 5.6954], [3.9041, 1.7095, 3.9923], [5.1805, 0.7044, 2.5887], [6.4504, -0.1598, 0.6518], [5.2716, -0.7613, -1.4330], [4.0232, -1.2288, -3.1293], [2.4815, -1.3789, -5.0694], [0.1034, -0.7200, -4.7726], [-1.3444, 1.0097, -3.0171], [-1.3850, 0.1420, -1.4624], [-1.7351, -0.7062, -2.9495], [-3.2317, -1.8750, -0.6857], [-3.8182, -0.6397, -0.0538], [-5.1504, -0.0165, -1.1291], [-6.3834, 0.1700, -0.2556], [-6.4039, -1.0402, 0.6721], [-4.9986, -1.1337, 1.2547], [-5.2919, -0.8195, -1.8566], [-4.8092, 0.8794, -1.6451], [-7.2790, 0.2350, -0.8718], [-6.3168, 1.0959, 0.3209], [-6.6328, -1.9419, 0.1020], [-7.1483, -0.9497, 1.4613], [-4.7088, -2.1306, 1.5853], [-4.8556, -0.4329, 2.0791], [-1.9435, 3.8175, -0.4980], [-1.4259, 2.3137, 0.0546], [-0.1527, 2.0390, -0.1253], [0.5119, 3.1003, -0.7591], [1.8632, 3.1711, -1.1049], [2.3201, 4.3197, -1.7135], [1.4626, 5.3971, -1.9799], [0.1294, 5.3428, -1.6402], [-0.3339, 4.1780, -1.0289], [-2.1157, 1.5970, 0.4797], [2.5419, 2.3551, -0.8994], [3.3629, 4.3960, -1.9898], [1.8549, 6.2840, -2.4578], [-0.5344, 6.1723, -1.8418], [-1.7668, -3.5663, 1.4722], [-0.4144, -2.7872, 0.3913], [1.3054, -3.3839, 0.9798], [-0.6261, -3.2500, -1.4461], [-0.4347, -1.0889, 0.6896], [-1.6627, -4.6506, 1.4279], [-2.7212, -3.2623, 1.0517], [-1.6396, -3.2258, 2.4980], [1.3460, -4.4719, 0.9243], [1.4569, -3.0716, 2.0120], [2.0823, -2.9682, 0.3382], [-0.7414, -4.3344, -1.4826], [0.2583, -2.9613, -2.0099], [-1.5351, -2.7737, -1.8092]], "mulliken_charge": [-2.35, -1.09, 1.22, -0.88, -0.78, -1.02, 0.57, 0.28, 0.66, -0.84, -1.28, -0.77, 0.81, 1.83, 0.73, -0.83, -1.08, -1.03, 0.43, -0.36, 0.49, 0.37, 0.57, -0.39, 0.56, 0.48, 0.46, 0.57, 0.49, 0.61, 0.59, 0.49, 0.62, 0.46, -0.85, 0.58, -0.88, 0.80, -0.95, -0.62, -0.67, -0.76, 0.40, 0.40, 0.37, 0.27, 0.32, 0.38, 0.40, 0.37, -0.20, 0.27, 1.28, 0.03, -0.31, -1.02, -0.71, -0.57, 0.79, 0.10, 0.46, 0.48, 0.44, 0.48, -0.99, 0.92, -1.11, -0.92, 0.07, 0.51, 0.15, 0.38, 0.56, 0.38, 0.31, 0.59, 0.30, 0.17]}

---

Entry 4:
{"formula": "C41H69N9O4", "method": "ωB97M-V/def2-TZVPD", "multiplicity": 1, "smiles": "COC[C@H](C)N.COC[C@H](C)N.COC[C@H](C)N.COC[C@H](C)N.c1ccncc1.c1ccncc1.c1ccncc1.c1ccncc1.c1ccncc1", "lumo_ev": 0.6, "relative_energy_kcal_mol": 28.4, "elements": ["C", "O", "C", "C", "C", "N", "H", "H", "H", "H", "H", "H", "H", "H", "H", "H", "H", "C", "O", "C", "C", "C", "N", "H", "H", "H", "H", "H", "H", "H", "H", "H", "H", "H", "C", "O", "C", "C", "C", "N", "H", "H", "H", "H", "H", "H", "H", "H", "H", "H", "H", "C", "O", "C", "C", "C", "N", "H", "H", "H", "H", "H", "H", "H", "H", "H", "H", "H", "C", "C", "C", "N", "C", "C", "H", "H", "H", "H", "H", "C", "C", "C", "N", "C", "C", "H", "H", "H", "H", "H", "C", "C", "C", "N", "C", "C", "H", "H", "H", "H", "H", "C", "C", "C", "N", "C", "C", "H", "H", "H", "H", "H", "C", "C", "C", "N", "C", "C", "H", "H", "H", "H", "H"], "positions_angstrom": [[-1.1538, 1.2572, -4.2153], [-1.0104, 2.5543, -3.5976], [-0.1102, 2.5442, -2.5157], [0.2565, 4.0291, -2.1519], [1.2677, 4.0392, -0.9115], [-0.8847, 4.8209, -1.7697], [-1.9836, 1.4849, -4.8838], [-1.3357, 0.5259, -3.4150], [-0.1578, 1.0017, -4.6943], [-0.5685, 2.0232, -1.6957], [0.7897, 1.9572, -2.8566], [0.6886, 4.4784, -3.0475], [2.1131, 3.3656, -1.2504], [0.8438, 3.6212, -0.0430], [1.6572, 5.0330, -0.7257], [-1.5290, 4.8011, -2.5737], [-1.4471, 4.3753, -1.0333], [-0.8869, -2.3957, 2.7434], [-1.6465, -3.2380, 3.5924], [-1.8806, -4.5540, 3.0385], [-2.3790, -5.3152, 4.2138], [-1.4593, -5.2293, 5.3959], [-2.7321, -6.6578, 3.8850], [0.0655, -2.0870, 3.2151], [-1.3483, -1.4797, 2.3985], [-0.6008, -2.8283, 1.7664], [-2.6747, -4.5788, 2.3634], [-0.9302, -4.8968, 2.6396], [-3.2476, -4.7958, 4.4988], [-0.4088, -5.3767, 5.0092], [-1.7573, -6.0334, 6.0402], [-1.3428, -4.2210, 5.7442], [-1.8924, -7.2623, 4.0209], [-2.8216, -6.7466, 2.9018], [-4.7380, 1.2237, -3.0798], [-4.6915, 1.6679, -1.7364], [-3.4717, 1.9812, -1.2068], [-3.4183, 2.0027, 0.2673], [-4.4608, 3.0337, 0.7233], [-2.1653, 2.4473, 0.6790], [-5.7608, 1.0328, -3.4463], [-4.2792, 0.2606, -3.2161], [-4.2004, 1.9530, -3.7357], [-2.7432, 1.2833, -1.6065], [-3.1334, 2.9444, -1.5738], [-3.7148, 1.0227, 0.7003], [-4.2222, 3.9195, 0.0217], [-4.4116, 3.2704, 1.7417], [-5.4591, 2.6140, 0.5255], [-2.0239, 2.4075, 1.7391], [-1.4286, 1.8892, 0.2034], [5.0509, 3.7135, 1.7259], [5.7303, 2.4810, 1.3441], [5.0457, 1.8288, 0.3022], [5.8069, 0.6111, -0.2430], [7.1924, 1.0146, -0.6974], [4.9394, 0.0693, -1.3448], [5.6472, 4.4834, 1.2575], [4.9008, 3.7987, 2.8068], [4.0268, 3.6875, 1.2805], [4.0855, 1.4957, 0.6401], [4.8641, 2.4700, -0.5609], [5.8095, -0.2673, 0.5033], [7.6320, 1.4668, 0.2107], [7.0650, 1.7098, -1.5306], [7.7049, 0.1216, -1.0756], [5.5608, -0.5403, -1.9006], [4.2369, -0.5052, -0.9442], [2.2995, 1.7129, -6.7433], [2.8935, 2.1402, -5.5380], [2.8793, 1.3061, -4.4416], [2.2722, 0.1158, -4.4377], [1.6672, -0.2730, -5.5874], [1.7296, 0.4354, -6.7336], [2.4747, 2.2457, -7.6884], [3.4137, 3.0591, -5.5626], [3.4905, 1.5886, -3.5680], [0.9840, -1.0843, -5.4906], [1.2368, -0.0801, -7.5455], [3.6922, -3.3809, 2.8650], [3.3078, -3.9733, 1.6563], [3.0330, -3.1107, 0.6378], [2.9687, -1.8025, 0.6651], [3.2376, -1.3011, 1.8764], [3.5367, -2.0291, 3.0298], [4.0420, -4.0109, 3.6823], [3.2421, -5.0109, 1.4212], [2.7413, -3.5372, -0.3292], [3.0789, -0.2452, 1.9362], [3.7708, -1.4985, 3.9295], [0.0494, -1.6921, -2.1817], [-1.3551, -1.7926, -2.0592], [-1.9062, -1.1510, -0.9898], [-1.2381, -0.5720, -0.0374], [0.0988, -0.4709, -0.1956], [0.8027, -0.9881, -1.2618], [0.6674, -2.0695, -3.0102], [-1.9320, -2.2840, -2.8420], [-2.9674, -1.2868, -0.7822], [0.6894, -0.0805, 0.6825], [1.8855, -1.0303, -1.2896], [-6.5556, -2.0878, -0.0702], [-5.4629, -1.5804, 0.5960], [-4.4943, -2.5240, 1.0397], [-4.5976, -3.8001, 0.9144], [-5.6744, -4.2959, 0.3265], [-6.6622, -3.4518, -0.1357], [-7.3443, -1.4742, -0.4865], [-5.3553, -0.5365, 0.7308], [-3.6455, -2.1102, 1.6250], [-5.5844, -5.3410, 0.1166], [-7.3307, -3.8975, -0.8026], [-0.0540, 3.1323, 4.5992], [0.6409, 3.6652, 3.5190], [1.1746, 2.7909, 2.5844], [1.1625, 1.4794, 2.6642], [0.5715, 0.9712, 3.6739], [-0.1211, 1.7230, 4.6474], [-0.4374, 3.7720, 5.4000], [0.8389, 4.7422, 3.3328], [1.7424, 3.1645, 1.7029], [0.5973, -0.0964, 3.7541], [-0.6633, 1.0980, 5.3413]], "mulliken_charge": [0.28, -0.43, 1.97, -0.39, -0.93, -0.77, 0.29, -0.03, -0.42, -0.96, -0.17, 0.55, 0.13, -0.12, 0.48, 0.42, 0.23, -0.69, -0.42, -0.44, 0.37, -1.47, -0.73, 0.14, 0.33, 0.39, 0.18, 0.39, 0.26, 0.28, 0.44, 0.39, 0.29, 0.30, -0.69, -0.45, 0.87, 1.03, -1.53, -0.03, 0.32, 0.24, 0.25, -0.96, 0.22, -0.28, 0.26, 0.50, 0.30, 0.23, -0.65, -0.32, -0.42, -0.08, 0.56, -1.37, -0.44, 0.32, 0.24, -0.07, -0.16, 0.33, 0.10, 0.32, 0.31, 0.44, 0.22, 0.09, -0.45, -0.65, 0.01, -0.17, -0.39, -0.38, 0.40, 0.50, 0.32, 0.39, 0.38, -0.51, -0.71, -0.24, 0.24, 0.01, -1.01, 0.38, 0.49, 0.32, 0.46, 0.50, -0.42, -1.58, -0.02, 0.92, 0.39, -0.24, 0.37, 0.37, 0.21, -0.38, 0.63, -0.39, -0.47, 0.21, -0.37, -0.38, -0.61, 0.44, 0.57, 0.22, 0.44, 0.36, -0.55, -1.02, 0.17, 0.24, 0.19, -0.90, 0.42, 0.40, 0.29, 0.24, 0.48]}

---

Here are the calculated total energy numbers, same order: -2599.29347 -6856.52188 -6529.21328 -2397.20110 (Eh).